DFT (ωB97M-V/def2-TZVPD) results for one molecule with the formula C16H29N3O6.

Atoms and positions in Å:
C 2.20255 0.31604 -3.06294
C 1.45509 1.00084 -1.93242
N 0.68249 0.02194 -1.18479
C -0.34058 0.37570 -0.39358
O -0.84194 1.48443 -0.38703
C -0.92200 -0.78144 0.43457
C -1.62870 -1.77589 -0.49561
C -2.52321 -1.01144 -1.46951
O -2.35289 -1.02354 -2.66008
O -3.46168 -0.36762 -0.80557
C -4.37089 0.55463 -1.47150
C -5.16125 1.17680 -0.32151
C -5.28995 -0.22071 -2.41331
C -3.57771 1.62520 -2.21659
N 0.14433 -1.45196 1.15176
C 1.13212 -0.74152 1.77081
O 1.29749 0.44278 1.60393
O 1.87259 -1.56407 2.51762
C 3.10072 -1.08935 3.13653
C 2.80594 0.05522 4.10393
C 3.62060 -2.30999 3.89674
C 4.09561 -0.66631 2.05776
C 2.41928 1.67838 -0.93294
N 1.83350 2.66541 -0.23124
O 3.57725 1.34416 -0.81080
H 1.51746 -0.27677 -3.66372
H 2.98183 -0.32305 -2.65333
H 2.67605 1.06225 -3.69433
H 0.74811 1.74428 -2.31359
H 1.13087 -0.86845 -1.03092
H -1.65557 -0.33779 1.12272
H -0.89900 -2.33956 -1.07749
H -2.23997 -2.46313 0.09133
H -4.48567 1.71714 0.33579
H -5.90562 1.86482 -0.71056
H -5.66092 0.40076 0.25269
H -6.00264 0.46087 -2.86878
H -5.83477 -0.98585 -1.86401
H -4.70848 -0.69700 -3.19820
H -4.24313 2.42974 -2.51634
H -2.80231 2.02415 -1.56579
H -3.10656 1.20680 -3.10170
H -0.02109 -2.39108 1.48035
H 2.05838 -0.25258 4.83239
H 3.71658 0.33032 4.62824
H 2.43400 0.92003 3.56255
H 3.78391 -3.13599 3.20972
H 4.55799 -2.06688 4.38735
H 2.89748 -2.62102 4.64623
H 5.02881 -0.36100 2.52179
H 3.71190 0.16500 1.47235
H 4.29568 -1.49798 1.38551
H 0.82381 2.70214 -0.19446
H 2.33172 3.01843 0.57145

Computed properties:
Gap between HOMO and LUMO   0.3578 Ha
SMILES   C[C@@H](NC(=O)[C@@H](CC(=O)OC(C)(C)C)NC(=O)OC(C)(C)C)C(N)=O
Total energy   -1242.9042 a.u.
Max |F|   0.017 Eh/bohr

=====

DFT (ωB97M-V/def2-TZVPD) results for an isolated ion of composition C6H8N and charge +1.

Atoms and positions in Å:
C -0.12585 1.21046 -0.17931
C 0.26393 0.34405 -1.19935
C -0.37982 1.64751 1.01006
C 0.62965 -0.47115 -2.00315
C -1.00896 0.55252 2.14532
C 0.86386 -1.38494 -3.09006
N 0.05097 -0.20983 2.53666
H -0.46293 2.79550 1.12341
H -1.52046 1.16949 2.82212
H -1.78769 0.00394 1.55071
H 1.89290 -1.32322 -3.35731
H 0.19216 -1.15526 -3.88182
H 0.42522 -2.30743 -2.82271
H 0.57835 -0.73943 1.85789
H 0.38866 -0.13220 3.48752

Computed properties:
Spin multiplicity   3
Gap between HOMO and LUMO (spin up / spin down)   0.3054 / 0.1989 Ha
Total energy   -287.6752 a.u.
Max |F|   0.108 Eh/bohr
Net charge   +1

=====

DFT (ωB97M-V/def2-TZVPD) results for C9H17N3S2 as an isolated structure.

Atoms and positions in Å:
C 5.38861 -1.91435 -0.76122
C 6.00913 -0.52268 -0.76500
C 5.00417 0.59772 -0.48953
C 4.39742 0.55216 0.92027
C 2.99292 -0.05400 0.97285
C 1.92813 0.90344 0.43900
C 0.55516 0.25525 0.46254
H 0.25319 -0.01480 1.47398
H 0.51756 -0.63419 -0.16564
S -0.70337 1.41911 -0.18245
C -2.09666 0.40121 -0.07454
N -2.02137 -0.82195 0.37199
S -3.51970 -1.50820 0.33932
C -4.20245 -0.01483 -0.31591
N -3.29447 0.89305 -0.47248
N -5.51490 0.14506 -0.55474
H -6.10250 -0.66740 -0.61367
H -5.78861 0.96853 -1.06429
H 1.91068 1.80968 1.04808
H 2.16615 1.19886 -0.58418
H 2.75002 -0.30223 2.00888
H 2.96540 -0.97901 0.39612
H 5.05842 -0.02297 1.57159
H 4.34518 1.56337 1.32929
H 4.20994 0.55001 -1.23593
H 5.52039 1.55009 -0.62746
H 6.80605 -0.48094 -0.01856
H 6.46583 -0.34334 -1.74167
H 6.13384 -2.65910 -1.03290
H 5.00272 -2.16649 0.22306
H 4.57368 -1.97018 -1.48000

Computed properties:
Gap between HOMO and LUMO   0.3223 Ha
Total energy   -1313.7975 a.u.
Max |F|   0.023 Eh/bohr

=====

DFT (ωB97M-V/def2-TZVPD) results for one molecule with the formula C4H5NO.

Atoms and positions in Å:
C -1.51340 -0.08999 -0.74549
C -0.34196 0.00904 0.18655
O -0.56998 0.27621 1.34382
C 1.15476 -0.16051 -0.11448
C 1.70148 0.50350 1.09984
N 2.09723 0.88923 2.11558
H -2.26959 0.56695 -0.30028
H -1.90235 -1.11432 -0.70329
H -1.32088 0.19304 -1.77947
H 1.49651 0.13023 -1.12673
H 1.46819 -1.20340 0.02393

Computed properties:
Gap between HOMO and LUMO   0.4001 Ha
SMILES   CC(=O)CC#N
Total energy   -285.3739 a.u.
Max |F|   0.032 Eh/bohr

=====

DFT (ωB97M-V/def2-TZVPD) results for a 14-piece molecular cluster, C32H98N22O14 overall.

Atoms and positions in Å:
C -1.02410 4.46835 0.17272
C -1.09979 4.01450 -1.25702
C -1.99743 4.91502 -2.20345
O -3.36515 5.00473 -1.90858
C -4.01239 3.73115 -1.77345
N 0.29927 4.00545 -1.76084
H -0.53074 5.44010 0.19291
H -0.57384 3.74890 0.85665
H -2.07954 4.57217 0.42446
H -1.50455 3.00279 -1.23043
H -2.03392 4.45863 -3.19263
H -1.58787 5.91487 -2.34721
H -3.57323 3.06809 -2.51882
H -5.08909 3.81683 -1.92004
H -3.91369 3.48563 -0.71605
H 0.81776 3.24095 -1.35240
H 0.24884 3.69540 -2.72075
C 0.33674 -1.39010 4.26509
C 1.12460 -0.12327 4.83687
C 2.51592 -0.41756 5.51194
O 3.20475 0.75390 5.93778
C 4.54508 0.65900 6.31739
N 1.31848 0.74940 3.68079
H 0.03402 -2.07772 5.05480
H 1.07263 -1.89105 3.63611
H -0.48974 -1.03389 3.65015
H 0.46680 0.34846 5.56685
H 3.15997 -0.98218 4.83780
H 2.38492 -1.03781 6.39865
H 5.05393 0.01623 5.59905
H 4.64113 0.22605 7.31310
H 5.03377 1.62865 6.22227
H 1.01078 0.44094 2.76960
H 2.31685 0.68721 3.54118
C -0.36511 -5.15820 -1.71860
C -1.93795 -5.06566 -1.50603
C -2.57837 -4.89002 -2.89170
O -3.95908 -4.80714 -2.70232
C -4.75803 -4.20089 -3.71164
N -2.36605 -6.19990 -0.77990
H 0.05456 -4.35454 -2.32367
H 0.00467 -6.11600 -2.08464
H 0.16262 -4.88804 -0.80393
H -2.22071 -4.19695 -0.91148
H -2.44093 -5.77040 -3.51952
H -2.15361 -3.99472 -3.34569
H -5.76177 -3.94838 -3.36982
H -4.87883 -4.81891 -4.60132
H -4.33393 -3.26226 -4.06831
H -2.16301 -6.92454 -1.45354
H -3.36966 -6.30931 -0.74988
C 2.11492 4.05616 1.40356
C 3.37883 4.47489 2.01566
C 3.46910 6.01435 2.25526
O 4.80876 6.48965 2.33206
C 5.48252 6.47204 1.06591
N 3.55722 3.74442 3.24581
H 1.31795 4.68888 1.79422
H 1.77289 3.05491 1.66550
H 2.07628 4.37429 0.36173
H 4.13170 4.11307 1.31539
H 3.02805 6.29633 3.21134
H 2.78086 6.51672 1.57552
H 5.68959 5.47802 0.66951
H 6.42507 6.91106 1.39295
H 5.06441 7.14826 0.32025
H 3.70746 2.77088 3.02279
H 2.65331 3.69138 3.69329
C -0.75737 -5.33760 4.10436
C -1.52647 -5.57012 2.78499
C -2.44644 -4.37350 2.46336
O -3.25247 -4.07914 3.65805
C -4.20172 -3.00765 3.39132
N -0.54766 -5.72751 1.71555
H -0.11782 -4.46236 3.99028
H -0.14188 -6.17896 4.42281
H -1.53257 -5.10534 4.83458
H -2.10766 -6.49223 2.79236
H -3.04788 -4.57425 1.57676
H -1.81166 -3.50039 2.31221
H -4.85637 -3.27567 2.56204
H -3.77077 -2.02930 3.17870
H -4.84235 -2.74833 4.23421
H -0.04832 -6.59870 1.82414
H -1.10085 -5.85848 0.88074
C 0.35504 5.10888 -6.86682
C 0.61250 4.49783 -5.46020
C 0.15044 3.07699 -5.39878
O 0.32691 2.55910 -4.11215
C -0.38459 1.35920 -3.78694
N 2.08630 4.63637 -5.22787
H -0.72561 5.22021 -6.95570
H 0.67567 4.48940 -7.70440
H 0.80233 6.10209 -6.82744
H 0.06796 5.03847 -4.68606
H 0.73873 2.43415 -6.05360
H -0.90692 3.13049 -5.65804
H -1.40523 1.65528 -3.54461
H -0.14716 0.73307 -2.92688
H -0.57480 0.70435 -4.63727
H 2.33726 5.49027 -5.70534
H 2.25589 4.77608 -4.24206
C -3.13302 -0.35280 -3.10716
O -2.62030 -1.20256 -2.37397
N -3.09898 -0.35579 -4.42444
N -3.82930 0.59979 -2.53647
H -3.69791 0.27342 -4.93969
H -2.83922 -1.18340 -4.94184
H -4.43849 1.24623 -3.01723
H -3.74445 0.76095 -1.54304
C -0.02109 -0.49591 0.50401
O 1.12470 -0.79460 0.82316
N -0.31180 0.63495 -0.08000
N -1.04424 -1.29378 0.52688
H 0.51232 1.17520 -0.30145
H -1.25010 0.98554 -0.20959
H -0.66169 -2.21605 0.67911
H -1.89861 -0.92690 0.13250
C 2.40889 -4.13143 0.78017
O 3.33368 -3.48973 0.25041
N 1.22950 -3.63360 1.11590
N 2.39534 -5.41720 0.75289
H 0.61077 -4.19926 1.67919
H 1.22168 -2.62459 1.07180
H 3.11834 -5.82474 0.17732
H 1.49135 -5.85954 0.83787
C 4.51528 -0.09992 2.41156
O 4.09350 1.01270 2.79408
N 5.69091 -0.56963 2.65384
N 3.78973 -0.97185 1.71336
H 6.36603 -0.09513 3.23621
H 5.99198 -1.47046 2.31038
H 2.92539 -0.65626 1.29690
H 4.07639 -1.93696 1.63293
C 2.63502 -1.74980 -2.62605
O 2.43584 -1.10861 -3.64626
N 2.92098 -1.16278 -1.50125
N 2.66502 -3.07678 -2.49800
H 2.84227 -0.15591 -1.49043
H 3.13159 -1.70213 -0.67370
H 2.52167 -3.66090 -3.30939
H 2.87746 -3.43028 -1.57605
C -3.51324 1.37797 1.58882
O -3.21287 1.35524 0.41469
N -4.34944 2.14435 2.18817
N -3.00961 0.54987 2.41139
H -4.59049 2.06904 3.16608
H -4.92181 2.72235 1.58950
H -2.60895 -0.32340 2.09999
H -3.27064 0.78074 3.35936
C 3.46762 2.20928 -1.23707
O 2.30739 1.83143 -1.12154
N 4.37982 1.91397 -0.36879
N 4.00835 2.76515 -2.32425
H 4.23759 1.50172 0.54221
H 5.32428 2.27184 -0.36604
H 3.49357 2.90108 -3.18252
H 4.94146 3.14952 -2.28336
C -5.74575 -2.49596 -0.09294
O -6.68657 -2.29667 0.60794
N -5.24755 -3.71023 -0.41277
N -4.97368 -1.53686 -0.48032
H -5.64031 -4.45032 0.15127
H -4.51086 -3.83979 -1.09145
H -5.23848 -0.59646 -0.22413
H -4.23561 -1.75531 -1.13426

Computed properties:
Spin multiplicity   2
Gap between HOMO and LUMO (spin up / spin down)   0.0626 / 0.3035 Ha
Total energy   -3536.1159 a.u.
Max |F|   0.114 Eh/bohr
Net charge   -1

=====

DFT (ωB97M-V/def2-TZVPD) results for C62H68N4P2S3SbW as an isolated structure.

Atoms and positions in Å:
W 0.25260 -0.99149 -0.17501
C 1.80097 -3.58310 5.30708
C 2.41835 -3.96183 3.96051
C 1.50405 -3.67015 2.81326
C 0.38742 -4.45402 2.38597
C -0.00211 -5.79786 2.91626
C 0.86124 -6.92678 2.34942
C -0.15527 -3.82327 1.29047
C -0.91911 -4.41171 0.25864
C -1.38723 -3.69295 -0.78343
C -2.17553 -4.17219 -1.87384
C -2.23038 -5.57846 -2.36301
C -1.21642 -5.80073 -3.49129
C -2.85959 -3.08387 -2.36336
C -2.49371 -1.99408 -1.52590
C -3.41247 -0.84541 -1.27234
C -2.79675 0.98718 0.47577
N -1.30968 1.07926 0.58002
C -0.97757 2.36184 1.07732
C 0.24804 2.59042 1.62272
C 1.22787 1.62126 1.81645
N 1.25658 0.28285 1.38860
C 2.31526 -0.25175 2.01202
C 2.66759 -1.65370 1.69525
C 1.57875 -2.61866 1.94234
N 0.52929 -2.62315 1.02614
C 3.02824 0.67370 2.82629
C 2.36191 1.85894 2.68944
C 2.67455 3.15354 3.37064
C 2.05855 3.22535 4.76942
C 4.29345 0.38439 3.56735
C 5.51127 0.44079 2.64334
C -2.18046 3.15436 1.07084
C -3.25282 2.37468 0.76423
C -4.68882 2.77752 0.72637
C -5.45406 2.21171 -0.46871
C -2.19958 4.59660 1.47130
C -2.48611 4.76574 2.96356
N -1.51665 -2.29237 -0.66636
C -3.87070 -3.07454 -3.47260
C -5.29806 -3.41078 -3.04462
H 2.49898 -3.77071 6.12094
H 0.89369 -4.15235 5.50923
H 1.53487 -2.52485 5.32374
H 2.69173 -5.01849 3.95498
H 3.35487 -3.41208 3.83339
H -1.05564 -5.98588 2.70323
H 0.08040 -5.78584 4.00571
H 1.91639 -6.77100 2.57045
H 0.76749 -6.99310 1.26501
H 0.56422 -7.88291 2.77628
H -1.08561 -5.48001 0.29196
H -3.23986 -5.80661 -2.70747
H -2.01578 -6.26873 -1.54578
H -1.39048 -5.11039 -4.31578
H -1.29232 -6.81587 -3.87559
H -0.20141 -5.64769 -3.12230
H -4.07300 -0.71978 -2.13250
H 0.43984 3.57295 2.02904
H 3.60619 -1.94953 2.16044
H 2.32631 3.99303 2.76758
H 3.76029 3.26154 3.42855
H 0.97242 3.13309 4.72162
H 2.29810 4.17174 5.25135
H 2.42972 2.41978 5.40290
H 4.22704 -0.59736 4.04404
H 4.40588 1.10289 4.37956
H 5.46173 -0.32356 1.86552
H 6.43137 0.29261 3.20410
H 5.56886 1.40773 2.14201
H -4.75455 3.86625 0.73598
H -5.15896 2.44015 1.65758
H -5.03353 2.56745 -1.41008
H -6.49507 2.52565 -0.42859
H -5.44442 1.12063 -0.46864
H -2.95200 5.12055 0.87846
H -1.24204 5.05568 1.21386
H -3.46227 4.35672 3.22254
H -2.47729 5.81650 3.24593
H -1.74068 4.24851 3.56917
H -3.85249 -2.10503 -3.97719
H -3.54425 -3.79677 -4.22320
H -5.69241 -2.68239 -2.33688
H -5.34655 -4.39006 -2.56818
H -5.96474 -3.42262 -3.90457
C 1.64052 1.08454 -3.45491
C 0.12283 1.22887 -3.49347
P -0.53382 2.03268 -1.97231
C -1.17402 0.60518 -0.93662
C -1.25898 -0.26216 1.34718
C -2.82876 -0.17056 1.48308
C -3.85927 -1.19469 1.14518
C -4.22253 -1.40042 -0.11134
C -2.72690 0.47658 -0.96829
C -1.98580 2.88728 -2.67563
C -2.76592 2.40075 -3.73018
C -3.81171 3.14918 -4.24172
C -4.08950 4.40571 -3.71160
C -3.31370 4.91126 -2.68114
C -2.26484 4.15526 -2.16995
P 2.30031 1.25473 -1.75804
C 2.46252 3.04809 -1.47630
C 2.87742 3.49343 -0.22278
C 3.00114 4.84842 0.04817
C 2.69541 5.78095 -0.93250
C 2.27836 5.34863 -2.18275
C 2.16460 3.99311 -2.45259
C 4.02695 0.70286 -1.96491
C 4.28977 -0.38494 -2.80369
C 5.57375 -0.88423 -2.95242
C 6.62520 -0.30303 -2.25813
C 6.38015 0.78181 -1.43039
C 5.09434 1.28258 -1.28430
H 2.14578 1.80738 -4.09917
H 1.91429 0.09451 -3.81527
H -0.33897 0.24878 -3.64224
H -0.18382 1.85822 -4.32981
H -0.77208 -0.14197 2.31584
H -3.02428 0.20716 2.49044
H -4.37387 -1.69667 1.95297
H -5.01679 -2.09274 -0.35143
H -3.14094 1.21678 -1.64058
H -2.55055 1.42839 -4.16119
H -4.40581 2.76529 -5.05997
H -4.90034 4.99506 -4.11621
H -3.51052 5.90015 -2.29030
H -1.63768 4.56356 -1.38642
H 3.12144 2.77767 0.55206
H 3.34935 5.17661 1.01824
H 2.79417 6.83801 -0.72906
H 2.04928 6.06712 -2.95763
H 1.83515 3.69058 -3.43774
H 3.48544 -0.85067 -3.36100
H 5.75161 -1.71898 -3.61717
H 7.63099 -0.68237 -2.37495
H 7.19603 1.25634 -0.90201
H 4.94683 2.14325 -0.64727
S 1.90425 -5.20709 -0.86883
Sb 2.72600 -3.45073 -1.86513
S 2.82875 -1.44170 -0.09879
S 0.67078 -1.91088 -2.27385

Computed properties:
Spin multiplicity   2
Gap between HOMO and LUMO (spin up / spin down)   0.1947 / 0.1853 Ha
Total energy   -4806.4548 a.u.
Max |F|   0.031 Eh/bohr
Net charge   +2

=====

Q: Among the records above, which one has the lowest total energy?
A: C62H68N4P2S3SbW

=====

Q: Number 1 is which compound?
A: C16H29N3O6

=====

Q: What is the total energy in the second record?
A: -287.6752 a.u.

=====

Q: The highest max |F| belongs to which entry?
A: C32H98N22O14